Entry 1:
DFT (the ωB97M-V functional and the def2-TZVPD basis) results for C44H40N6O5RhS as an isolated structure.

Output
HOMO energy (alpha / beta): -2.511 / -2.506 eV
HOMO-LUMO gap (alpha / beta): 3.9014 / 3.8921 eV
net charge: -1

Geometry (Å):
H  -1.735  -6.175  3.100
H  1.217  -0.730  4.874
C  3.839  0.785  1.505
H  -3.335  2.623  1.516
H  -2.220  -6.106  0.682
C  -2.062  -2.736  1.260
C  -0.173  -6.437  -1.638
C  -0.318  0.162  3.675
H  1.794  4.047  2.409
N  1.665  1.923  -1.986
Rh  -1.255  0.067  0.781
C  -1.129  1.379  6.095
H  -0.050  -6.667  -2.695
H  4.227  5.020  -2.010
H  -5.769  1.497  -1.100
C  -2.113  -5.179  1.233
C  -3.811  0.874  -0.499
H  -3.392  2.880  5.794
C  1.596  -5.191  -0.371
O  -2.344  3.476  -3.382
N  -1.902  1.513  2.492
C  -2.944  2.340  2.486
H  4.472  1.483  2.033
H  0.592  3.395  1.253
H  -2.388  -3.939  -0.490
H  4.171  -2.547  0.868
H  -4.933  3.070  -2.827
C  -1.854  -4.038  3.320
H  0.181  0.866  -3.938
O  2.550  2.724  1.072
C  2.496  2.073  -6.076
C  1.892  2.010  -3.349
H  -1.733  -4.064  4.395
C  -3.532  2.819  3.652
C  -1.367  1.144  3.673
H  -1.237  -6.339  -1.438
H  -4.416  3.443  3.591
C  -4.704  1.611  -1.257
H  2.736  2.095  -7.128
C  3.342  2.678  -5.162
C  1.627  0.657  0.369
H  0.544  0.369  6.954
C  1.925  -2.814  -0.592
H  -0.543  2.731  -2.749
O  1.742  -2.166  3.429
O  3.957  3.264  -2.959
C  2.259  -4.029  -0.016
H  -2.383  2.157  -4.984
S  0.766  -1.889  2.349
C  0.864  -2.787  -1.495
H  -1.472  1.797  7.032
C  -1.877  -5.227  2.602
C  0.381  -0.052  4.876
H  -2.037  -1.918  3.271
C  -1.985  1.893  -1.603
C  -2.214  -3.979  0.575
H  0.212  -7.276  -1.061
C  0.553  -5.173  -1.282
C  3.714  -1.583  0.746
C  -2.884  2.616  -2.407
H  0.677  0.972  -6.337
C  -0.015  0.560  6.048
C  1.463  3.156  1.871
H  1.176  2.384  2.586
C  -1.992  -2.826  2.688
C  0.189  -3.946  -1.827
H  1.898  -6.127  0.082
C  0.471  1.734  -1.312
C  2.602  -1.495  -0.250
H  5.103  -0.791  2.072
C  3.465  4.240  -2.053
N  -1.991  -1.629  0.565
C  -2.417  0.982  -0.622
H  3.322  3.834  -1.048
C  1.343  1.450  -5.633
N  -0.645  2.146  -1.929
H  -3.780  3.255  -4.873
N  -0.111  -0.550  2.543
H  2.488  1.880  -1.397
C  1.049  1.408  -4.284
N  0.469  1.284  -0.099
H  2.529  4.678  -2.407
H  2.990  -1.046  -1.187
C  4.244  -0.556  1.455
H  4.247  3.170  -5.486
C  -2.969  2.504  4.871
H  0.534  -1.848  -1.916
C  2.671  1.329  0.964
C  3.051  2.666  -3.806
H  -2.184  3.892  -5.343
C  -2.702  3.170  -4.709
C  -1.821  1.682  4.913
H  3.031  -4.095  0.733
C  -4.247  2.491  -2.224
H  -0.634  -3.896  -2.524
O  1.503  -0.677  0.178
H  -4.202  0.177  0.229



Entry 2:
DFT (the ωB97M-V functional and the def2-TZVPD basis) results for C44H41AsCrN5O3S as an isolated structure.

Output
HOMO energy (alpha / beta): -2.555 / -4.082 eV
ΔE to the lowest compared entry with this formula, charge and spin: 93.8 kcal per mole
HOMO-LUMO gap (alpha / beta): 4.4431 / 5.9598 eV
net charge: -1
2S+1: 5

Geometry (Å):
H  -2.005  -7.196  -4.047
H  3.789  2.192  -1.256
C  3.619  1.883  2.118
C  4.096  2.274  -0.224
C  1.103  -2.461  -2.918
S  1.074  -0.988  1.099
H  -2.675  3.619  -2.881
N  1.448  1.329  3.191
H  1.601  1.083  5.527
C  3.343  0.704  4.340
C  -2.308  -5.072  -4.035
C  5.343  2.794  0.092
H  -0.577  6.119  -0.113
O  0.718  2.116  2.266
H  -4.976  -4.141  0.915
C  -2.556  1.491  -2.756
H  4.740  -1.007  7.538
C  1.487  3.962  3.692
C  -3.031  2.692  -3.299
H  0.534  5.382  1.689
As  -1.014  -2.137  -1.209
H  -0.507  5.070  -1.550
C  -4.828  -0.830  0.331
H  1.322  5.031  3.800
C  3.081  0.032  6.653
H  -3.296  0.178  -0.705
C  0.968  -0.390  -4.711
H  -0.839  -1.009  4.099
C  4.874  2.443  2.422
H  -2.465  -2.957  -3.751
H  -5.345  0.094  0.553
H  6.068  -0.983  5.453
H  2.891  -3.047  -3.932
H  -0.324  -5.070  -0.735
H  5.178  0.061  3.419
H  0.605  -0.325  3.659
H  -6.234  -2.060  1.386
H  1.180  -3.262  -2.186
C  5.719  2.882  1.425
H  6.686  3.293  1.688
H  5.179  2.534  3.456
C  -2.945  -1.946  -0.707
H  2.294  1.394  0.477
H  -4.298  -0.657  -4.714
Cr  -0.292  0.965  0.717
C  -0.004  -0.517  -3.726
C  -4.623  -3.193  0.535
H  -1.952  5.091  -0.570
C  -3.028  0.290  -3.289
C  1.996  -1.306  -4.812
C  -5.323  -2.029  0.805
C  2.071  -2.343  -3.893
H  2.739  -1.210  -5.592
C  2.770  1.346  3.171
H  -2.906  -4.069  -0.361
C  -3.943  2.682  -4.333
H  2.560  3.769  3.721
C  -0.330  4.030  0.315
N  -0.872  -2.648  2.037
H  -2.862  -5.068  -4.963
N  -1.384  2.751  -1.176
N  0.007  -1.148  3.555
C  -3.654  -0.791  -0.402
C  4.348  -0.534  6.647
C  -3.453  -3.145  -0.197
C  5.093  -0.514  5.475
C  -4.412  1.480  -4.846
N  -0.605  2.777  -0.065
C  -2.081  -3.890  -3.354
O  -1.103  0.513  -1.033
C  -1.820  -6.266  -3.528
C  -0.865  5.156  -0.525
C  3.243  1.835  0.766
H  1.041  3.434  4.537
H  0.912  0.446  -5.399
H  -0.769  0.239  -3.681
C  0.381  4.334  1.481
C  -1.367  -3.870  -2.161
C  0.021  -1.582  -2.838
H  -4.297  3.616  -4.745
C  -0.881  -5.076  -1.669
C  0.868  3.472  2.421
H  -2.674  -0.649  -2.880
C  -0.377  -1.296  2.173
H  2.477  0.005  7.550
C  -1.109  -6.265  -2.340
C  4.602  0.088  4.334
O  -1.254  -0.339  1.753
C  -3.944  0.287  -4.321
H  6.011  3.122  -0.692
C  -1.629  1.552  -1.616
H  -0.728  -7.197  -1.941
H  -1.789  -2.696  2.472
C  2.585  0.641  5.522
H  -0.975  -2.875  1.050
H  -5.139  1.479  -5.647



Entry 3:
DFT (the ωB97M-V functional and the def2-TZVPD basis) results for C44H41MgN3O2P2SSi as an isolated structure.

Output
HOMO energy: -6.582 eV
ΔE to the lowest compared entry with this formula, charge and spin: 2.8 kcal per mole
HOMO-LUMO gap: 6.9317 eV
net charge: 0

Geometry (Å):
C  -0.868  2.533  2.479
H  -0.771  0.768  -3.155
H  -3.752  2.365  4.246
C  -0.378  4.794  -0.804
H  1.874  -4.624  -1.198
Si  1.601  -1.705  -0.471
C  -1.746  0.403  -3.462
H  3.492  -2.468  -1.955
H  5.563  3.711  3.941
H  0.399  -6.316  -2.167
O  3.378  0.905  -4.457
O  1.846  0.888  -2.814
N  -0.273  2.403  -0.784
C  -0.918  -2.743  -1.534
Mg  1.188  0.755  -0.885
C  -3.647  -2.762  1.924
H  -2.084  1.412  -0.746
C  -2.885  -1.449  0.040
C  1.739  -3.295  1.958
H  2.759  0.747  -6.371
C  2.291  0.866  -5.401
C  -4.961  -0.908  1.157
C  0.024  -5.315  -1.991
C  1.691  -1.190  3.742
S  2.091  3.622  -0.656
N  4.083  0.913  -2.366
C  -4.018  -0.646  0.170
C  4.713  3.147  3.579
H  -0.319  3.224  1.849
H  -5.521  -2.175  2.797
C  -2.702  -2.501  0.942
C  0.373  3.596  -0.766
C  -1.622  2.389  -0.790
C  1.541  -2.002  1.445
H  -2.324  5.672  -0.861
C  3.319  -2.440  -0.873
H  1.726  1.795  -5.363
H  1.671  -0.361  4.442
P  -1.538  -1.067  -1.142
N  3.880  1.014  -0.980
H  -4.174  0.186  -0.508
C  -3.678  -0.960  -3.065
H  -1.777  1.589  -5.251
H  3.947  0.173  2.151
H  2.057  -2.647  5.269
C  2.342  2.961  3.194
C  -2.808  2.054  3.813
H  -3.480  3.435  -0.805
C  -2.416  -0.524  -2.661
H  -5.843  -0.284  1.236
H  -4.004  0.776  -5.958
H  0.165  5.728  -0.808
H  3.481  -3.449  -0.478
C  3.801  1.164  2.567
C  2.509  1.693  2.646
C  -1.750  4.753  -0.831
P  1.158  0.766  1.818
H  4.994  1.058  -2.769
C  1.902  -2.471  4.211
C  -1.138  0.354  3.451
C  3.435  3.679  3.662
H  5.886  1.452  2.975
C  -0.375  1.241  2.695
C  0.850  -4.352  -1.432
C  3.022  0.904  -3.178
C  -4.781  -1.969  2.032
H  -2.924  0.061  4.594
C  -4.244  -0.498  -4.245
H  -2.775  -3.468  -2.351
C  -1.287  -4.993  -2.328
H  -3.491  -3.586  2.612
C  -3.559  0.413  -5.039
C  1.912  -3.535  3.310
C  -2.401  3.515  -0.812
H  4.646  0.565  -0.499
H  3.823  1.995  -0.719
C  -1.752  -3.712  -2.096
C  -2.343  0.762  4.009
C  0.409  -3.041  -1.183
H  -2.430  3.945  2.866
H  -1.939  -5.738  -2.768
H  1.630  0.030  -5.189
H  4.084  -1.796  -0.430
H  1.355  3.396  3.269
H  3.286  4.664  4.086
H  1.759  -4.137  1.273
C  -2.308  0.864  -4.645
H  -1.824  -3.134  0.857
C  -2.067  2.940  3.044
H  -5.225  -0.850  -4.544
C  1.494  -0.949  2.375
C  4.893  1.883  3.031
H  -0.796  -0.660  3.606
H  -4.238  -1.653  -2.447
H  2.069  -4.546  3.667



Strongest force on any atom / eV/A: 2.6 3.0 0.9